{"formula": "C2H7N3S", "method": "ωB97M-V/def2-TZVPD", "species": ["H", "N", "C", "C", "S", "N", "N", "H", "H", "H", "H", "H", "H"], "positions_angstrom": [[-1.250858, -0.995448, -1.743781], [-1.178997, -1.311393, -0.770977], [-0.288098, -0.560285, -0.248743], [0.484336, 0.607438, -0.832707], [-0.035740, 1.044652, -2.536547], [0.139407, -0.879498, 1.039978], [0.604384, 0.090191, 1.882586], [0.308627, 1.446575, -0.153683], [1.543480, 0.323871, -0.849000], [-1.198748, 1.627245, -2.141486], [-0.393030, -1.637209, 1.494863], [1.408789, -0.258090, 2.415515], [-0.143553, 0.501951, 2.443982]], "forces_ev_per_a": [[-0.319, -0.326, 0.073], [0.648, 0.924, -0.464], [-0.044, -0.880, 0.756], [-0.662, -0.145, -0.326], [-0.212, 0.177, 0.694], [-0.878, -1.580, -0.202], [0.771, 0.943, 0.731], [0.477, -0.017, -0.331], [-0.216, 0.366, 0.014], [0.407, -0.201, -0.258], [0.223, 0.539, -0.730], [-0.757, 0.450, -0.106], [0.562, -0.249, 0.148]], "e_above_lowest_kj_mol": 89.3, "smiles": "[H]/N=C(\\CS)NN", "spin_multiplicity": 1, "orbital_gap_ev": 9.91, "energy_ha": -642.81863, "e_homo_ev": -9.1, "lumo_energy_ev": 0.80}

{"formula": "C7H5N3O2", "method": "ωB97M-V/def2-TZVPD", "species": ["O", "C", "N", "C", "C", "C", "C", "C", "N", "C", "N", "O", "H", "H", "H", "H", "H"], "positions_angstrom": [[-4.484000, -0.718577, -0.014973], [-3.417358, -0.217765, -0.012139], [-2.183229, -0.863746, 0.102909], [-1.209218, 0.106028, 0.000303], [0.291122, -0.056164, -0.033211], [0.984132, 1.158813, 0.075513], [2.381538, 1.091768, 0.043341], [2.999612, -0.145428, 0.029281], [2.328051, -1.321221, -0.185734], [0.966987, -1.238147, -0.160561], [-1.673979, 1.335118, -0.210016], [-3.079268, 1.127081, -0.122975], [-2.083105, -1.847529, 0.517225], [0.430724, 2.100705, 0.100679], [3.183526, 1.889434, 0.010820], [4.137146, -0.195125, 0.127069], [0.427322, -2.205242, -0.267530]], "forces_ev_per_a": [[-1.166, 0.088, 0.058], [1.969, 0.738, 0.163], [0.813, -0.973, 0.886], [1.086, 1.436, -0.718], [-1.544, 1.390, 0.645], [1.238, 0.062, -0.550], [1.015, 0.684, 0.229], [0.272, -2.088, -0.821], [-0.412, 1.446, 1.093], [1.445, -1.348, -0.370], [-0.670, -3.465, 0.854], [-0.993, -0.288, -0.421], [-0.188, 2.304, -1.113], [0.316, -0.378, 0.091], [-1.856, -0.231, 0.325], [-1.774, -0.163, -0.322], [0.449, 0.785, -0.030]], "e_above_lowest_kj_mol": 155.2, "smiles": "O=c1[nH]c(-c2cccnc2)no1", "spin_multiplicity": 1, "orbital_gap_ev": 9.50, "energy_ha": -584.45736, "e_homo_ev": -9.6, "lumo_energy_ev": -0.10}